The following is a DFT calculation (ωB97M-V/def2-TZVPD) of a structure of composition C38H41F5InN4O4PS at a distorted geometry.

Values from the calculation:
gap between HOMO and LUMO: 5.99 eV
DFT total energy: -93108.5083 eV
energy relative to the best compared isomer or geometry (same formula, charge and spin): 34.1 kJ/mol
molar mass: 890.6 g mol⁻¹
charge: -2

Positions of all 95 atoms, in Å:
In  -1.81  -0.15  -0.84
C  -4.67  0.64  -0.47
C  -4.48  -0.57  -1.18
C  -4.07  -1.56  -0.25
C  -3.99  -0.94  1.03
C  -4.38  0.41  0.88
C  -4.48  1.45  1.96
C  -3.69  -1.66  2.31
C  -3.85  -3.01  -0.55
C  -4.65  -0.80  -2.66
C  -5.08  1.96  -1.04
H  -5.49  1.88  2.00
H  -3.79  2.29  1.81
H  -4.27  1.04  2.95
H  -4.56  -2.18  2.72
H  -3.35  -0.97  3.09
H  -2.90  -2.41  2.18
H  -3.34  -3.16  -1.50
H  -4.79  -3.58  -0.57
H  -3.21  -3.48  0.21
H  -5.68  -1.09  -2.92
H  -3.99  -1.59  -3.02
H  -4.41  0.10  -3.23
H  -6.06  2.28  -0.66
H  -5.16  1.92  -2.13
H  -4.37  2.76  -0.80
F  4.50  3.52  -4.19
C  3.63  3.62  -3.17
C  2.60  2.70  -3.02
F  2.47  1.72  -3.93
C  1.72  2.80  -1.96
F  0.79  1.85  -1.88
C  1.80  3.81  -0.99
S  0.69  3.96  0.34
C  2.85  4.72  -1.19
F  3.03  5.74  -0.34
C  3.75  4.63  -2.24
F  4.74  5.53  -2.36
C  1.13  1.07  5.28
N  1.38  2.07  4.25
C  0.15  2.84  4.04
N  -1.02  2.02  3.74
C  -1.19  1.02  4.79
N  0.00  0.18  5.02
C  0.25  -0.67  3.84
P  0.50  0.35  2.32
C  1.81  1.45  2.98
C  -0.95  1.42  2.40
H  0.93  1.59  6.22
H  2.03  0.46  5.40
H  0.31  3.54  3.21
H  -0.06  3.41  4.95
H  -2.03  0.38  4.54
H  -1.41  1.54  5.72
H  -0.60  -1.34  3.69
H  1.14  -1.28  4.00
H  2.03  2.23  2.25
H  2.71  0.86  3.15
H  -1.86  0.85  2.18
H  -0.87  2.20  1.63
C  3.39  0.54  0.27
C  3.07  -0.91  0.54
C  4.08  -1.86  0.41
C  3.81  -3.22  0.52
C  2.50  -3.63  0.72
C  1.47  -2.72  0.86
C  0.04  -3.18  0.98
C  1.76  -1.33  0.83
N  0.71  -0.41  0.97
H  3.81  0.64  -0.73
H  4.11  0.94  0.99
H  2.49  1.16  0.31
H  5.09  -1.53  0.18
H  4.61  -3.95  0.41
H  2.27  -4.69  0.75
H  0.00  -4.26  1.09
H  -0.52  -2.90  0.09
H  -0.47  -2.72  1.83
O  -1.65  -3.31  -3.95
C  -0.94  -2.57  -3.27
O  -1.24  -2.05  -2.15
C  0.43  -2.19  -3.82
C  0.83  -2.68  -5.06
C  2.05  -2.32  -5.64
C  2.84  -1.46  -4.92
O  4.07  -0.94  -5.27
C  4.44  -0.07  -4.20
O  3.43  -0.13  -3.20
C  2.46  -0.98  -3.69
C  1.27  -1.32  -3.10
H  0.14  -3.34  -5.57
H  2.36  -2.69  -6.61
H  4.51  0.96  -4.58
H  5.39  -0.40  -3.78
H  0.96  -0.92  -2.15